1.
Formula: C7H21F5O2P2RhTe
Source: the OMol25 dataset
Level of theory: wB97M-V/def2-TZVPD

Geometry as XYZ:
```
39
Properties=species:S:1:pos:R:3:nbo_charge:R:1
Rh 0.00 0.00 0.00 0.0921
H -0.34 1.27 0.59 0.0744
H -0.04 0.72 1.22 0.2064
P -0.46 1.32 -1.89 1.1001
P 1.12 -1.52 1.41 1.2227
C 0.15 -2.98 2.00 -0.9527
H 0.77 -3.67 2.61 0.2723
H -0.71 -2.63 2.59 0.2717
H -0.23 -3.52 1.12 0.2553
C 2.58 -2.31 0.61 -0.9469
H 3.28 -1.51 0.30 0.2601
H 3.09 -3.01 1.30 0.2692
H 2.25 -2.85 -0.29 0.2576
C 1.83 -0.86 2.98 -0.9507
H 1.02 -0.48 3.62 0.2736
H 2.39 -1.64 3.53 0.2701
H 2.50 -0.03 2.74 0.2620
C 0.61 0.92 -3.34 -0.9388
H 0.39 1.57 -4.20 0.2593
H 1.66 1.04 -3.04 0.2549
H 0.45 -0.13 -3.62 0.2528
C -2.16 1.21 -2.62 -0.9481
H -2.89 1.54 -1.86 0.2752
H -2.26 1.83 -3.53 0.2653
H -2.37 0.15 -2.86 0.2510
C -0.22 3.14 -1.73 -0.9412
H 0.80 3.33 -1.38 0.2574
H -0.39 3.67 -2.69 0.2639
H -0.93 3.53 -0.97 0.2715
C -1.75 -0.78 0.17 0.5794
O -2.81 -1.28 0.25 -0.3575
H 1.59 0.64 -0.22 -0.0459
F -2.81 1.71 0.73 -0.6511
Te -2.21 1.18 2.57 2.9145
F -3.54 2.51 3.29 -0.5885
F -0.82 2.63 2.57 -0.6283
F -1.65 0.68 4.43 -0.6098
F -3.64 -0.24 2.62 -0.6007
O -0.82 -0.24 1.79 -0.7726
```

LUMO level (alpha / beta) = -4.14 / -8.48 eV
highest occupied orbital energy (alpha / beta) = -11.680 / -14.632 eV
maximum force = 11.77 eV Å⁻¹
orbital gap (alpha / beta) = 7.54 / 6.16 eV
molecular weight = 524.7 g mol⁻¹
2S+1 = 5
net charge = +1
DFT total energy = -1989.81855 a.u.

=====

2.
Formula: C7H21GeO7OsP2S4Se
Source: the OMol25 dataset
Level of theory: wB97M-V/def2-TZVPD

Geometry as XYZ:
```
44
Properties=species:S:1:pos:R:3:nbo_charge:R:1
Os 0.74 0.29 0.09 0.7139
S 2.86 -0.23 -0.18 0.1012
S 3.09 -2.24 -0.38 0.1248
S 1.56 -3.06 0.62 0.1336
S -0.01 -1.74 0.60 0.1753
C -1.23 4.02 -1.57 -0.6417
C -1.03 3.73 -0.08 -0.4842
O -1.32 4.88 0.69 -0.7051
P 0.71 3.30 0.24 2.3718
O 0.85 2.75 1.71 -0.9932
O 1.58 4.61 0.32 -0.9614
O 1.23 2.23 -0.70 -1.0747
P -2.06 2.25 0.38 2.3727
O -2.18 2.52 1.96 -1.0123
O -3.36 2.20 -0.30 -1.0714
O -1.15 1.01 0.20 -1.1282
H -0.75 4.97 -1.84 0.2248
H -2.29 4.10 -1.78 0.2672
H -0.81 3.22 -2.20 0.2360
H -1.83 4.62 1.46 0.5003
H 0.73 3.37 2.44 0.5466
H 1.64 5.16 -0.47 0.5378
H -3.09 2.37 2.27 0.5324
C -4.55 -5.91 -0.75 -1.0895
Ge -3.14 -4.60 -0.57 1.6263
C -2.25 -4.25 -2.26 -1.1006
C -1.87 -5.09 0.82 -1.0871
C -4.09 -2.96 0.03 -1.0511
Se -3.08 -1.34 0.23 0.4073
C -3.05 -0.77 -1.62 -0.7800
H -4.15 -6.86 -1.09 0.2413
H -5.29 -5.56 -1.48 0.2388
H -5.05 -6.06 0.21 0.2390
H -1.78 -5.17 -2.61 0.2438
H -1.47 -3.50 -2.15 0.2235
H -2.96 -3.92 -3.02 0.2383
H -1.37 -6.02 0.54 0.2421
H -2.37 -5.24 1.77 0.2423
H -1.11 -4.32 0.94 0.2017
H -4.53 -3.19 1.00 0.2489
H -4.90 -2.75 -0.68 0.2460
H -3.24 -1.64 -2.26 0.2274
H -2.07 -0.35 -1.83 0.2232
H -3.81 0.00 -1.75 0.2522
```

LUMO level (alpha / beta) = -5.93 / -5.88 eV
highest occupied orbital energy (alpha / beta) = -10.465 / -10.551 eV
maximum force = 1.46 eV Å⁻¹
orbital gap (alpha / beta) = 4.54 / 4.67 eV
molecular weight = 749.3 g mol⁻¹
2S+1 = 1
net charge = +1
DFT total energy = -7650.42680 a.u.

=====

3.
Formula: C7H22BrO7
Source: the OMol25 dataset
Level of theory: wB97M-V/def2-TZVPD

Geometry as XYZ:
```
37
Properties=species:S:1:pos:R:3:nbo_charge:R:1
Br 0.26 -0.74 0.28 -0.0238
C 0.49 -0.41 -3.64 -0.2509
O 0.92 0.54 -2.66 -0.7447
H -0.51 -0.16 -4.01 0.1672
H 1.10 -0.58 -4.52 0.1838
H 0.48 -1.41 -3.22 0.1671
H 0.78 0.19 -1.77 0.4548
C -0.59 2.97 0.02 -0.0985
C -1.15 2.86 1.46 -0.0864
O -2.55 3.02 1.52 -0.7252
O 0.77 2.77 0.00 -0.6810
H -0.82 3.96 -0.38 0.1810
H -1.12 2.32 -0.67 0.1716
H -0.72 3.68 2.04 0.1843
H -0.96 1.94 2.02 0.1516
H -2.90 2.35 0.92 0.4868
H 0.99 1.91 -0.37 0.4706
C 3.98 -1.90 3.06 -0.0869
C 2.85 -2.89 2.52 -0.0901
O 3.04 -2.89 1.15 -0.6952
O 5.31 -2.17 2.43 -0.7299
H 4.00 -1.81 4.15 0.1662
H 3.75 -0.87 2.79 0.1633
H 1.98 -2.45 2.99 0.1688
H 3.04 -3.92 2.83 0.1729
H 2.18 -2.71 0.75 0.4624
H 6.00 -2.07 3.09 0.4680
C -3.14 -0.37 -2.09 -0.1039
C -3.79 0.13 -0.86 -0.1061
O -2.85 0.88 -0.09 -0.7440
O -2.09 -1.35 -1.86 -0.7442
H -2.56 0.39 -2.61 0.1824
H -3.80 -0.75 -2.87 0.2037
H -4.35 -0.63 -0.32 0.1849
H -4.48 0.96 -1.02 0.2043
H -2.12 0.30 0.14 0.4679
H -1.42 -1.10 -1.23 0.4469
```

LUMO level (alpha / beta) = 0.22 / -5.49 eV
highest occupied orbital energy (alpha / beta) = -9.990 / -9.800 eV
maximum force = 4.09 eV Å⁻¹
orbital gap (alpha / beta) = 10.21 / 4.31 eV
molecular weight = 298.1 g mol⁻¹
2S+1 = 2
net charge = 0
DFT total energy = -3380.41369 a.u.

=====

Q: The highest DFT total energy belongs to which entry?
A: C7H21F5O2P2RhTe

=====

What did the second record say?
Formula: C7H21GeO7OsP2S4Se
Source: the OMol25 dataset
Level of theory: wB97M-V/def2-TZVPD

Geometry as XYZ:
```
44
Properties=species:S:1:pos:R:3:nbo_charge:R:1
Os 0.74 0.29 0.09 0.7139
S 2.86 -0.23 -0.18 0.1012
S 3.09 -2.24 -0.38 0.1248
S 1.56 -3.06 0.62 0.1336
S -0.01 -1.74 0.60 0.1753
C -1.23 4.02 -1.57 -0.6417
C -1.03 3.73 -0.08 -0.4842
O -1.32 4.88 0.69 -0.7051
P 0.71 3.30 0.24 2.3718
O 0.85 2.75 1.71 -0.9932
O 1.58 4.61 0.32 -0.9614
O 1.23 2.23 -0.70 -1.0747
P -2.06 2.25 0.38 2.3727
O -2.18 2.52 1.96 -1.0123
O -3.36 2.20 -0.30 -1.0714
O -1.15 1.01 0.20 -1.1282
H -0.75 4.97 -1.84 0.2248
H -2.29 4.10 -1.78 0.2672
H -0.81 3.22 -2.20 0.2360
H -1.83 4.62 1.46 0.5003
H 0.73 3.37 2.44 0.5466
H 1.64 5.16 -0.47 0.5378
H -3.09 2.37 2.27 0.5324
C -4.55 -5.91 -0.75 -1.0895
Ge -3.14 -4.60 -0.57 1.6263
C -2.25 -4.25 -2.26 -1.1006
C -1.87 -5.09 0.82 -1.0871
C -4.09 -2.96 0.03 -1.0511
Se -3.08 -1.34 0.23 0.4073
C -3.05 -0.77 -1.62 -0.7800
H -4.15 -6.86 -1.09 0.2413
H -5.29 -5.56 -1.48 0.2388
H -5.05 -6.06 0.21 0.2390
H -1.78 -5.17 -2.61 0.2438
H -1.47 -3.50 -2.15 0.2235
H -2.96 -3.92 -3.02 0.2383
H -1.37 -6.02 0.54 0.2421
H -2.37 -5.24 1.77 0.2423
H -1.11 -4.32 0.94 0.2017
H -4.53 -3.19 1.00 0.2489
H -4.90 -2.75 -0.68 0.2460
H -3.24 -1.64 -2.26 0.2274
H -2.07 -0.35 -1.83 0.2232
H -3.81 0.00 -1.75 0.2522
```

LUMO level (alpha / beta) = -5.93 / -5.88 eV
highest occupied orbital energy (alpha / beta) = -10.465 / -10.551 eV
maximum force = 1.46 eV Å⁻¹
orbital gap (alpha / beta) = 4.54 / 4.67 eV
molecular weight = 749.3 g mol⁻¹
2S+1 = 1
net charge = +1
DFT total energy = -7650.42680 a.u.

=====

Q: Look up the DFT total energy of the third one.
A: -3380.41369 a.u.

=====

Q: Among the records above, which one has the lowest 2S+1?
A: C7H21GeO7OsP2S4Se